Entry 1:
136
Properties=species:S:1:pos:R:3:forces:R:3:mulliken_charge:R:1 method="wB97M-V/def2-TZVPD" lumo_energy_ev=-0.04 spin_multiplicity=1 mol_weight_g_mol=2052.4 homo_ev=-9.609 largest_force_ha_per_bohr=0.01704 gap_ha=0.3518 total_energy_ha=-22351.25399
C 2.97998 -4.81064 1.74006 -0.059 -0.042 -0.060 -1.084
C 3.72509 -4.26379 0.51317 0.191 0.234 0.197 -0.153
C 4.25568 -2.81786 0.67741 0.141 -0.045 -0.010 -0.432
B 3.12581 -1.73921 0.51676 0.275 0.611 -0.044 0.043
N 2.06542 -1.59279 1.43055 -0.140 -0.849 -0.168 -0.083
C 0.66980 -1.43337 0.98306 0.034 0.283 0.661 -0.397
C 0.29131 -2.27036 -0.21974 -0.417 0.091 -0.162 -0.786
H 2.85672 -4.05248 2.51229 -0.006 0.006 0.053 0.328
H 1.98930 -5.19294 1.49027 -0.015 0.008 0.016 0.157
H 3.53934 -5.62543 2.19883 -0.019 -0.031 0.029 0.377
H 3.09310 -4.30848 -0.37691 0.011 -0.127 -0.015 0.259
H 4.59438 -4.89769 0.33486 -0.065 -0.090 -0.207 0.290
H 5.01392 -2.66473 -0.09278 0.080 0.086 0.052 0.366
H 4.77887 -2.75374 1.63677 -0.047 0.027 0.052 0.001
H 3.15527 -0.96956 -0.40837 -0.257 -0.217 -0.196 -0.153
H 2.12953 -2.23394 2.20927 -0.193 0.051 0.003 0.159
H 0.03214 -1.74690 1.81297 0.022 0.070 0.067 0.332
H 0.44441 -0.38065 0.83722 0.019 0.083 -0.273 0.114
H 0.60910 -3.30311 -0.08090 0.141 0.036 -0.141 -0.054
H 0.66626 -1.86099 -1.15729 0.278 -0.096 0.031 0.360
H -0.79959 -2.28994 -0.29797 -0.018 0.010 -0.036 0.380
C -1.65445 -5.69478 -0.51522 0.046 0.038 0.032 0.450
Cl -0.03737 -5.96141 -1.18702 0.005 -0.016 0.006 -0.163
Cl -1.60805 -4.84746 1.03761 -0.044 -0.101 0.118 -0.151
H -2.21410 -5.08289 -1.21034 0.006 -0.097 0.017 -0.372
H -2.12277 -6.65946 -0.36265 0.001 0.028 -0.002 0.256
C 1.27163 1.51070 3.14929 0.077 -0.091 -0.071 -0.358
Cl 1.72988 2.95926 4.05579 0.029 0.006 -0.007 -0.087
Cl -0.34733 1.64461 2.44383 -0.060 0.132 0.094 -0.194
H 1.97909 1.36461 2.34232 0.006 0.012 -0.006 0.342
H 1.28156 0.66478 3.82511 -0.052 0.008 0.047 0.278
C -3.26991 -2.58309 -3.08925 0.082 0.022 -0.079 -0.001
Cl -4.28095 -1.43489 -2.20713 -0.025 0.040 -0.007 -0.167
Cl -3.86791 -4.24383 -2.94340 -0.052 0.073 -0.068 -0.131
H -3.26963 -2.31022 -4.13771 -0.039 0.002 -0.008 0.195
H -2.26676 -2.54081 -2.68092 -0.008 -0.018 0.043 0.075
C -5.47039 -7.52580 -3.48644 -0.022 0.006 -0.048 -0.356
Cl -4.15606 -7.87820 -2.35424 0.028 -0.015 -0.010 -0.109
Cl -6.71758 -6.50668 -2.76359 -0.024 -0.012 -0.004 -0.136
H -5.05302 -7.00622 -4.34063 0.020 0.031 0.023 0.269
H -5.92138 -8.46419 -3.78388 -0.005 -0.015 0.034 0.343
C 7.88972 -2.46726 2.55532 0.072 0.018 -0.047 -0.211
Cl 7.49700 -3.78287 1.44654 0.126 -0.081 0.027 -0.093
Cl 6.76445 -2.37917 3.91956 -0.083 0.015 0.010 -0.186
H 8.88571 -2.63336 2.94879 -0.054 -0.013 0.025 0.190
H 7.83660 -1.53209 2.01149 -0.049 0.005 -0.004 0.286
C -1.12448 2.59490 6.03695 0.003 0.064 -0.004 -0.116
Cl -2.42107 3.43104 6.89498 -0.031 -0.014 -0.015 -0.063
Cl -1.07248 0.86614 6.42250 0.043 -0.035 -0.056 -0.187
H -1.28718 2.70226 4.97108 -0.018 -0.031 0.013 0.189
H -0.18087 3.03752 6.32779 0.016 -0.001 0.037 0.181
C 9.56620 -7.03550 0.52135 -0.019 0.025 0.003 0.052
Cl 8.34157 -6.51016 -0.63906 0.002 -0.036 -0.037 -0.167
Cl 10.91879 -5.89559 0.63127 0.026 0.002 0.008 -0.161
H 9.10338 -7.10985 1.49785 0.000 0.043 0.010 0.289
H 9.96900 -7.98950 0.20468 -0.135 0.057 -0.007 -0.023
C -5.50593 0.65596 -5.45640 0.112 -0.030 -0.039 0.075
Cl -3.84367 0.61479 -6.06750 0.053 0.006 0.039 -0.220
Cl -6.20118 2.27950 -5.51604 0.139 0.062 -0.061 -0.167
H -6.11361 -0.00547 -6.06068 -0.010 0.015 -0.020 0.225
H -5.46988 0.32581 -4.42792 0.004 0.034 0.028 -0.007
C -6.23493 3.88538 8.49635 0.032 -0.078 0.010 -0.266
Cl -7.64112 4.46759 7.59639 -0.005 -0.001 -0.002 -0.158
Cl -4.91802 5.06168 8.52438 -0.061 0.054 0.020 -0.074
H -6.53953 3.69054 9.51696 -0.015 0.027 0.008 0.283
H -5.87258 2.98317 8.01847 0.006 0.012 -0.030 0.222
C 1.60600 6.62372 5.88272 -0.039 -0.115 0.071 0.404
Cl 2.61776 5.53271 6.84271 0.011 0.020 0.024 -0.180
Cl -0.04624 6.00143 5.72569 0.014 0.057 -0.161 -0.082
H 1.56590 7.58746 6.37913 -0.020 -0.124 -0.044 -0.320
H 2.03033 6.72169 4.89491 0.039 -0.142 0.036 0.158
C -0.49239 7.68257 8.53059 0.105 -0.099 -0.212 0.426
Cl -0.03280 8.52871 10.01598 -0.063 0.011 0.054 -0.178
Cl -1.97478 6.74478 8.68568 -0.056 0.031 0.174 -0.088
H -0.63952 8.41296 7.74504 0.021 0.034 0.085 -0.180
H 0.30670 6.99738 8.27247 0.004 -0.002 0.145 -0.022
C 0.83699 12.33309 10.01964 -0.021 -0.055 0.021 0.135
Cl -0.53389 13.16401 9.27352 0.001 -0.017 -0.026 -0.147
Cl 2.38757 12.96314 9.44566 0.016 -0.005 -0.024 -0.155
H 0.78378 12.48347 11.09068 0.009 0.028 0.003 0.313
H 0.77960 11.28027 9.76786 0.000 0.004 -0.048 -0.138
C 0.97475 10.96461 6.08816 -0.035 0.069 -0.089 -0.251
Cl 2.05012 9.95585 7.07075 0.055 0.138 0.068 -0.166
Cl -0.72596 10.57576 6.36128 -0.029 0.101 0.003 -0.154
H 1.13894 12.00198 6.35648 0.002 -0.018 0.094 0.313
H 1.20185 10.78880 5.04335 -0.007 -0.069 -0.018 0.268
C -2.13862 0.45220 -9.26911 0.016 -0.020 0.001 0.921
Cl -0.56325 1.25156 -9.19502 -0.014 -0.011 0.001 -0.168
Cl -3.14086 1.05969 -10.59709 -0.016 -0.010 0.000 -0.174
H -1.98277 -0.60805 -9.42548 0.047 0.106 -0.003 -0.213
H -2.66191 0.63675 -8.33914 0.016 0.044 -0.104 -0.311
C -9.61383 3.72899 -6.31234 0.071 0.020 0.016 0.113
Cl -10.61127 2.98429 -7.57291 -0.004 -0.042 -0.056 -0.120
Cl -10.50808 3.95375 -4.80742 0.004 -0.018 0.007 -0.161
H -8.77573 3.07059 -6.11990 -0.014 -0.021 0.000 -0.127
H -9.28282 4.69640 -6.67028 -0.053 0.025 -0.003 0.329
C -2.29202 -3.72689 -10.88605 -0.025 0.015 -0.056 -0.244
Cl -0.69843 -4.14568 -11.51365 0.002 0.000 -0.001 -0.139
Cl -2.22217 -3.14914 -9.21133 -0.027 -0.125 0.033 -0.151
H -2.70837 -2.93620 -11.49836 0.017 0.024 0.009 0.245
H -2.91736 -4.61039 -10.91063 0.011 -0.017 0.026 0.284
C -11.80979 5.76852 -9.69300 -0.014 -0.029 -0.031 -0.050
Cl -11.04527 6.94071 -8.61075 0.034 -0.026 0.038 -0.162
Cl -13.30144 6.39030 -10.40847 0.005 0.000 -0.003 -0.161
H -11.11528 5.54192 -10.49243 0.006 0.026 -0.010 0.283
H -12.04554 4.88325 -9.11744 -0.022 0.012 0.028 0.083
C 12.77459 -9.01038 -0.47521 0.010 0.061 -0.032 -0.224
Cl 11.60942 -9.87757 0.54638 0.096 -0.094 0.005 -0.189
Cl 13.67620 -10.09699 -1.52997 -0.032 0.040 0.056 -0.104
H 12.22952 -8.30155 -1.08737 -0.025 -0.016 -0.005 0.235
H 13.47314 -8.49799 0.17440 0.005 -0.025 0.028 0.288
C -9.44739 -0.61328 -4.68426 -0.117 0.035 0.007 -0.268
Cl -8.00427 -0.08084 -3.81338 -0.315 -0.133 0.240 -0.105
Cl -9.06585 -1.12139 -6.33496 0.148 -0.027 -0.052 -0.173
H -9.87940 -1.45492 -4.15758 0.037 -0.033 -0.009 0.380
H -10.14566 0.21417 -4.73418 0.027 0.028 -0.041 0.192
C 17.63656 -11.60243 -1.91190 0.035 -0.031 0.007 -0.229
Cl 17.56436 -10.04811 -1.07396 -0.001 0.005 0.000 -0.141
Cl 16.19705 -11.91661 -2.88882 0.043 -0.042 -0.050 -0.148
H 18.49674 -11.59432 -2.56947 -0.005 0.022 -0.018 0.263
H 17.72095 -12.38667 -1.17009 -0.028 0.007 0.020 0.256
C 0.21018 8.32408 2.20203 -0.112 -0.038 -0.019 -0.240
Cl 1.75043 8.42205 3.07498 0.063 0.174 -0.155 -0.147
Cl -1.07446 9.19070 3.04374 0.025 -0.013 -0.031 -0.119
H 0.34853 8.76721 1.22390 0.024 0.028 0.008 0.326
H -0.06704 7.27977 2.12528 0.005 -0.012 0.043 0.208
C 9.00331 -1.78892 6.89845 -0.109 0.003 -0.010 -0.174
Cl 9.90415 -0.59542 7.83720 0.000 0.001 0.001 -0.159
Cl 9.93058 -2.39943 5.52209 0.155 -0.028 0.028 -0.142
H 8.76476 -2.62611 7.54228 0.030 -0.010 0.010 0.300
H 8.10422 -1.32246 6.51450 0.010 0.015 -0.017 0.182
C -12.23878 -0.70650 -8.40074 0.119 0.014 -0.047 -0.140
Cl -12.42172 -0.25683 -6.70379 -0.177 0.035 0.091 -0.139
Cl -13.35499 -1.98693 -8.88411 0.000 -0.002 0.000 -0.169
H -12.43656 0.16941 -9.00633 -0.038 0.005 0.007 0.260
H -11.22472 -1.05957 -8.54686 0.001 -0.020 0.023 0.187



Entry 2:
104
Properties=species:S:1:pos:R:3:forces:R:3:mulliken_charge:R:1 method="wB97M-V/def2-TZVPD" s2=0.76 lumo_energy_ev="-0.50 / -0.58" spin_multiplicity=2 mol_weight_g_mol=919.5 homo_ev="-6.930 / -7.137" largest_force_ha_per_bohr=0.04033 gap_ha="0.2363 / 0.2409" total_energy_ha=-8392.86152
Ti -0.30588 1.28403 0.74129 1.707 -0.289 1.141 -0.361
N -3.84288 0.49014 2.90967 -0.020 0.090 0.145 -0.432
C -2.89786 0.59147 1.93981 -0.280 0.299 -0.148 0.333
S -1.54306 -0.48551 2.01608 -0.014 0.003 -0.266 -0.021
N -3.15104 1.49297 1.00971 0.381 -0.109 0.561 -1.492
N -2.18381 1.48912 0.01036 -1.224 -0.203 0.204 1.588
C -2.63350 1.82889 -1.12267 -0.198 0.343 -1.110 -1.508
C -1.88125 1.58467 -2.35870 -0.281 0.198 0.066 1.334
C -2.24148 2.23263 -3.53338 0.135 -0.046 -0.139 -1.027
C -1.53057 1.93749 -4.68749 -0.091 0.039 0.041 -0.587
C -0.51589 1.00244 -4.61963 0.087 -0.081 -0.063 -0.888
C -0.25464 0.38033 -3.40368 -0.060 0.016 0.066 -0.081
N -0.92875 0.65365 -2.29444 0.151 -0.089 0.037 0.517
H -3.57574 0.02504 3.75917 -0.001 -0.013 -0.014 0.238
H -4.48084 1.26696 2.99188 -0.025 -0.057 -0.011 0.262
H -3.63291 2.25639 -1.16785 -0.083 -0.241 -0.093 0.361
H -3.04596 2.95546 -3.54435 -0.015 0.019 0.060 0.535
H -1.76729 2.43083 -5.62070 -0.003 0.004 -0.006 0.416
H 0.06559 0.73718 -5.49208 -0.007 0.006 -0.008 0.511
H 0.52186 -0.37050 -3.31709 0.038 -0.037 -0.018 0.104
C 2.58508 4.58895 -0.29952 -0.204 0.051 -0.072 -1.368
Si 0.94820 3.88637 -0.91306 -0.045 -0.361 -0.253 0.450
C -0.45218 4.75433 -0.01698 0.055 0.026 -0.032 -1.133
C 0.65682 4.19398 -2.76287 -0.043 0.294 0.158 -1.321
N 0.90899 2.15166 -0.63816 0.177 0.579 -0.157 1.406
C 1.85525 1.36175 -1.25417 0.187 -0.168 0.034 0.097
C 2.82695 1.72418 -2.20822 -0.086 -0.106 0.035 -0.670
C 3.66713 0.76965 -2.76943 0.020 0.033 -0.023 -1.383
C 3.60403 -0.56989 -2.41348 0.029 -0.076 -0.003 -0.800
C 2.68866 -0.97340 -1.44436 -0.010 0.284 -0.001 -1.286
C 1.89264 0.00701 -0.91737 -0.083 -0.055 -0.082 1.069
F 0.95925 -0.33961 0.05014 -0.189 0.001 0.113 0.472
H 2.69420 5.64151 -0.57265 -0.023 0.008 0.003 0.479
H 3.45364 4.05329 -0.68186 0.011 -0.034 -0.006 0.354
H 2.60212 4.52887 0.79159 0.009 -0.004 0.017 0.269
H -0.76439 5.60643 -0.62842 0.015 0.032 0.042 0.566
H -0.15247 5.13204 0.96106 0.026 -0.012 -0.003 0.255
H -1.34032 4.13929 0.14287 0.025 -0.050 -0.072 0.189
H 1.10100 5.14266 -3.08003 0.008 -0.013 -0.009 0.534
H -0.42112 4.28064 -2.92850 0.035 0.009 0.020 0.296
H 1.01855 3.41324 -3.42942 0.065 -0.069 0.060 0.323
H 2.92507 2.75087 -2.52738 -0.029 0.031 0.010 0.430
H 4.39523 1.09201 -3.50382 -0.004 -0.012 -0.005 0.407
H 4.26941 -1.29294 -2.86513 -0.011 -0.002 -0.001 0.469
H 2.59429 -1.98860 -1.08672 0.004 -0.036 -0.015 0.384
S 2.55744 -3.01972 1.41124 0.194 -0.042 0.029 -0.382
C 1.24038 -3.71614 2.17719 -0.129 0.098 0.048 0.124
N 0.55905 -3.06511 3.13948 0.042 0.003 -0.124 0.126
C -0.70158 -3.52176 3.70387 0.002 -0.025 0.069 -0.383
C -0.73382 -5.04101 3.70690 -0.043 -0.010 0.010 -0.877
C -0.42716 -5.54154 2.30621 -0.012 -0.027 -0.017 -0.417
N 0.82948 -4.96179 1.86496 0.001 -0.034 -0.062 -0.089
H 0.85042 -2.10870 3.27466 -0.038 0.023 0.042 -0.135
H -1.54002 -3.12531 3.12524 -0.011 -0.009 -0.029 0.216
H -0.78429 -3.12662 4.71762 0.013 -0.017 -0.016 0.358
H -1.71769 -5.39157 4.01939 -0.006 0.021 -0.003 0.376
H 0.00266 -5.43312 4.41114 0.028 0.014 -0.017 0.346
H -1.23537 -5.25874 1.62131 0.000 0.002 0.020 0.127
H -0.32750 -6.62739 2.28627 -0.007 0.013 0.033 0.426
H 1.33133 -5.37128 1.09571 -0.003 -0.027 0.012 0.257
C -0.52249 -6.27723 -4.48504 -0.097 -0.064 0.082 -1.170
Ge -0.54145 -4.51616 -3.62230 -0.037 0.080 0.076 0.471
C -1.65334 -3.28407 -4.66941 -0.013 -0.040 0.009 -0.826
C 1.27236 -3.80363 -3.53067 0.044 -0.060 0.025 -0.484
C -1.24430 -4.70899 -1.78216 0.094 0.020 -0.104 -1.093
Se -1.04935 -3.09993 -0.67089 0.060 -0.093 -0.100 0.183
C -2.66144 -2.20299 -1.27036 -0.050 0.037 -0.002 -0.263
H -0.16474 -6.22123 -5.51286 0.019 0.077 -0.011 0.353
H -1.52463 -6.70852 -4.50091 0.002 -0.003 -0.004 0.362
H 0.12886 -6.96082 -3.93903 0.008 0.003 0.011 0.347
H -1.34999 -3.30729 -5.71718 0.020 -0.020 -0.001 0.396
H -1.54514 -2.25932 -4.31335 0.022 0.022 0.036 -0.047
H -2.70850 -3.55546 -4.61789 -0.001 -0.014 0.006 0.360
H 1.73538 -3.78866 -4.51806 -0.024 0.001 -0.023 0.424
H 1.90135 -4.40238 -2.86956 -0.018 -0.012 0.007 0.374
H 1.25248 -2.78927 -3.13815 0.005 0.073 0.030 -0.325
H -0.68767 -5.50315 -1.27852 0.045 0.049 0.015 0.364
H -2.29215 -5.01113 -1.76527 -0.024 0.030 -0.029 0.513
H -2.65591 -2.07131 -2.34963 0.022 -0.016 0.008 0.142
H -2.65242 -1.22635 -0.79303 -0.026 0.015 0.041 -0.639
H -3.54512 -2.75701 -0.95980 0.005 -0.005 0.003 0.487
C -1.37480 5.60456 4.57930 -0.063 0.063 0.045 -0.580
C -2.19939 4.90386 3.71197 -0.028 -0.084 -0.073 -1.078
C -1.71677 3.82531 2.98663 0.140 0.060 0.049 0.025
C -0.37803 3.43063 3.10488 -0.057 0.130 -0.002 -0.111
C 0.44894 4.14247 3.98750 -0.164 -0.060 -0.062 -0.310
C -0.05143 5.21172 4.71151 0.089 0.001 0.021 -0.751
N 0.13131 2.39273 2.32106 -0.082 -0.185 -0.188 0.697
C 1.21870 1.65613 2.88290 -0.209 -0.123 -0.108 -0.255
C 2.44079 1.56062 2.22254 -0.061 -0.134 0.100 0.153
C 3.44582 0.74185 2.73729 -0.023 0.091 -0.117 -0.822
C 3.24628 0.04878 3.91289 0.058 -0.073 0.056 -0.467
C 2.03144 0.15827 4.58843 -0.053 -0.005 0.005 -0.891
C 1.01595 0.93827 4.07191 0.186 -0.007 -0.072 0.085
H -1.76162 6.44173 5.14521 0.020 0.007 0.003 0.392
H -3.23664 5.19513 3.59505 0.006 0.006 0.011 0.418
H -2.36977 3.28916 2.31094 -0.017 -0.006 0.008 0.466
H 1.48556 3.85290 4.09752 0.023 0.006 -0.017 0.479
H 0.61205 5.74941 5.37809 -0.025 0.004 0.015 0.380
H 2.59049 2.11148 1.30383 0.024 0.038 0.014 0.222
H 4.38247 0.65225 2.20288 0.008 -0.017 0.003 0.406
H 4.02243 -0.59645 4.30214 0.012 0.009 -0.004 0.402
H 1.88054 -0.38823 5.51168 -0.022 -0.003 0.004 0.419
H 0.05042 1.00412 4.55670 0.008 0.018 0.037 0.428